Entry 1:
The following is a quantum chemistry calculation of a molecular structure, C32H30NO5Ti, from the OMol25 dataset.

HOMO-LUMO gap (alpha / beta) = 7.4 / 8.1 eV
Spin multiplicity = 2
<S²> = 0.754
Net charge = 0

Structure (XYZ):
```
69
Properties=species:S:1:pos:R:3:forces:R:3:mulliken_charge:R:1
C 0.9139 -0.1901 -3.7374 -0.006 -0.022 0.016 -0.749
Ti 0.2702 -0.4369 1.2377 -0.328 -0.118 0.150 -0.095
C 1.1630 -1.0340 3.3391 0.012 0.003 -0.044 0.775
O -2.4779 -2.0018 -1.4054 -0.064 -0.106 0.078 -0.668
H -2.0608 1.9433 2.7820 -0.003 0.019 -0.010 0.312
H 1.6055 -0.9482 -4.0839 -0.002 0.009 -0.008 0.483
C -3.6767 1.6472 -0.2181 -0.013 0.010 0.003 0.041
C -1.7356 0.2311 -1.0206 -0.043 -0.028 -0.057 3.431
C 0.0158 2.0318 -3.8699 -0.007 0.001 0.026 -1.003
H -3.4659 -0.2143 -3.0285 -0.017 0.001 -0.010 0.460
C -4.9663 2.1434 -0.3732 -0.010 -0.008 -0.020 -1.075
C 3.2642 -0.0873 -1.2485 0.177 -0.025 -0.176 0.419
H 2.9798 1.0777 3.0591 0.011 0.020 0.002 0.303
O 1.6947 0.9465 0.3627 0.034 0.118 -0.051 -0.823
H 2.4781 -2.6824 2.9358 0.014 -0.003 0.002 0.301
H -0.4733 2.6885 2.5670 -0.021 0.021 0.000 0.388
H 0.0546 -1.4743 -2.2559 0.005 -0.006 -0.004 0.514
C 4.3310 -1.8617 -2.4750 0.078 -0.145 -0.043 -0.564
H -5.3833 2.8022 0.3778 0.016 0.000 0.008 0.436
C -5.7164 1.7939 -1.4830 0.006 -0.003 -0.006 -0.410
C -2.5539 -0.8348 2.8890 0.057 0.011 0.015 -1.512
C -1.0814 -0.6252 3.0813 -0.010 0.000 -0.055 1.010
H 4.5263 -2.9158 -2.6249 -0.004 0.009 -0.003 0.501
C -5.1720 0.9471 -2.4414 0.005 0.002 0.001 -0.943
H -0.0065 3.0115 -4.3294 0.003 0.000 -0.002 0.426
C -0.8580 1.7381 -2.8327 0.009 0.005 -0.010 -0.207
H -0.6100 1.6464 -0.1804 -0.011 -0.026 0.015 0.438
H -3.0163 0.0123 2.3812 -0.015 -0.006 -0.007 0.217
H 2.6393 -1.9906 4.5540 0.012 -0.012 -0.004 0.324
C -0.3414 -3.1300 3.0727 0.017 0.075 0.010 -1.826
C 0.9040 1.0670 -4.3230 -0.004 0.002 -0.008 -0.533
C -1.7719 -1.2993 -0.7217 0.130 0.227 -0.017 -0.426
C -3.1300 0.8010 -1.1734 -0.005 0.016 0.010 -0.977
C 2.7618 -2.2034 -0.3875 -0.187 0.009 -0.058 -0.286
C -3.8873 0.4548 -2.2910 0.017 -0.005 0.021 -0.265
C 3.7950 0.8822 -2.0709 -0.078 0.163 0.071 -0.292
H -1.1010 2.4003 4.1855 -0.017 0.018 -0.007 0.370
H -1.5686 2.4852 -2.4969 -0.004 0.004 -0.006 0.494
C 4.8765 -0.8915 -3.3151 -0.048 0.087 0.044 -0.494
H 5.5136 -1.1880 -4.1379 -0.002 -0.026 0.000 0.419
H -1.2918 -3.3427 2.5873 0.003 -0.014 -0.011 0.275
C -0.1009 -1.6529 3.1655 0.005 -0.062 -0.018 0.484
H 5.0480 1.1910 -3.7857 0.000 0.011 0.007 0.454
C -1.0466 1.9865 3.1758 0.037 -0.067 0.030 -1.710
C 2.4672 -1.7516 3.5014 -0.041 0.027 0.003 -1.449
H -3.0567 -0.9623 3.8505 -0.015 0.001 -0.006 0.352
H 2.2344 1.6022 4.5687 0.013 0.017 -0.004 0.393
N 2.0597 -1.2548 0.3747 0.120 0.025 -0.146 0.576
C -0.8486 0.4803 -2.2352 0.040 -0.026 -0.011 -0.419
H 0.4399 -3.6159 2.4873 -0.011 -0.027 0.006 0.400
H -2.7447 -1.7219 2.2863 -0.022 0.002 0.001 0.307
C 2.3198 -0.0356 -0.1146 -0.128 -0.054 0.115 0.702
H -3.0981 1.9233 0.6524 0.006 -0.003 0.009 0.249
H 1.7581 2.3449 3.0400 0.020 0.008 -0.001 0.320
H 3.5649 1.9282 -1.9128 0.029 -0.003 -0.034 0.521
O 2.7313 -3.3936 -0.2376 0.079 -0.021 0.020 -0.668
C 0.9716 0.3706 3.3532 0.022 -0.024 -0.040 0.843
O -1.0721 0.8511 0.1232 0.109 -0.065 0.003 -0.053
C 4.6135 0.4615 -3.1150 0.016 -0.084 0.001 -0.668
C 3.5278 -1.4343 -1.4433 -0.026 0.035 0.146 0.128
C 2.0436 1.4048 3.5109 -0.050 -0.049 0.012 -1.738
H -5.7540 0.6671 -3.3098 0.003 -0.002 -0.003 0.396
C -0.4128 0.6274 3.1946 0.010 0.025 -0.055 0.712
H 1.5842 1.2920 -5.1346 -0.002 0.003 0.000 0.444
C 0.0438 -0.4846 -2.6974 -0.032 0.027 0.005 -0.372
H 3.3028 -1.1427 3.1572 0.008 -0.010 -0.001 0.315
H -6.7210 2.1780 -1.6039 0.000 -0.002 -0.002 0.400
O -0.9427 -1.6737 0.1953 0.110 0.055 0.111 -0.461
H -0.3535 -3.5843 4.0664 -0.009 -0.015 -0.005 0.350
```
Positions in Å, forces in eV/Å.



Entry 2:
The following is a quantum chemistry calculation of a molecular structure, C32H31AuN7Se2, from the OMol25 dataset.

HOMO-LUMO gap = 6.0 eV
Net charge = +1

Structure (XYZ):
```
73
Properties=species:S:1:pos:R:3:forces:R:3:mulliken_charge:R:1
C -0.4475 -3.0512 -5.3321 -0.022 -0.019 0.035 0.552
H -2.3301 -3.8540 -4.7046 0.004 0.012 -0.006 0.324
H 2.7707 -2.1150 -2.4833 0.003 0.004 -0.009 0.250
H -3.1796 -3.8915 -2.5842 -0.004 0.025 -0.010 0.416
H -2.0256 -3.9621 -1.2530 -0.005 -0.012 -0.003 0.346
H -4.3223 2.4701 -0.9315 -0.001 -0.005 -0.013 0.519
C 0.9212 -2.0970 -3.5615 -0.026 -0.042 -0.063 1.309
N -2.1044 2.6261 0.1897 -0.027 0.076 -0.013 -0.430
H 2.8450 -1.2772 -4.0349 -0.009 -0.016 -0.001 0.446
C -1.2762 -3.0198 -3.0468 0.029 0.019 0.089 1.085
C -0.2960 -2.6341 5.3069 0.009 -0.019 -0.032 -0.387
C -2.3824 -3.3477 -2.0797 -0.025 0.017 -0.040 -1.681
H 4.8549 -1.8764 0.0406 0.001 0.006 0.006 0.478
C -2.9035 0.3661 -3.1651 0.042 0.014 0.039 -0.807
H 0.8121 6.7409 3.8121 0.001 -0.002 -0.004 0.423
H -3.0531 -0.1623 -4.0957 -0.017 0.008 0.016 0.549
C 4.3851 -0.9200 0.2183 -0.042 -0.004 -0.022 -1.053
C 1.2635 5.0686 2.5502 0.023 0.011 0.027 -0.288
C -0.6771 4.0829 1.5037 0.033 0.005 -0.003 0.555
C 0.6905 4.1269 1.7213 -0.021 -0.019 -0.017 0.174
C -0.0326 -1.5438 6.0529 -0.008 0.042 0.007 -0.386
H 4.9029 2.2417 1.2674 0.007 -0.010 -0.001 0.538
C 2.2204 -1.4610 -3.1622 0.028 -0.005 -0.002 -1.068
Se 0.0497 -1.9168 -0.7800 0.123 -0.030 0.046 -0.094
H -0.8012 1.5296 5.3071 -0.006 -0.002 0.002 0.335
C 0.0657 0.9406 5.5987 0.007 0.011 0.001 -0.819
H 0.2116 -1.4482 7.0955 -0.003 0.003 -0.010 0.416
H 2.0762 -0.5086 -2.6475 -0.023 0.014 -0.009 0.048
N 2.3600 0.3668 0.1954 -0.148 -0.023 -0.025 -0.009
C 3.0326 1.4394 0.6904 0.042 -0.008 -0.035 0.336
N -0.1360 -0.4463 5.2186 -0.005 -0.013 0.022 0.168
H 0.9436 1.3430 5.0954 -0.001 -0.003 -0.006 0.304
H -1.6269 -3.7904 -6.9745 0.003 0.004 -0.001 0.364
N -1.4255 0.8938 -1.3643 0.034 -0.010 -0.034 -0.107
H -2.8003 -2.4384 -1.6398 0.002 -0.030 -0.002 0.306
C -0.9694 5.9345 2.9415 -0.037 -0.008 -0.008 -0.655
H -0.9967 -4.0532 3.2232 0.001 0.001 0.009 0.300
C 5.1038 0.1914 0.6496 0.028 0.008 0.010 -0.464
C -0.0938 -2.3826 -2.6373 -0.014 0.097 -0.007 -0.087
C -0.4576 -0.8487 3.9717 0.035 -0.056 -0.062 -0.180
C -3.6110 1.8169 -1.4144 0.003 0.036 0.036 -0.463
H -0.9021 -0.3208 -2.9608 0.041 -0.009 -0.005 0.885
C -0.6262 -3.4075 -6.7809 -0.009 0.001 -0.002 -1.545
N -0.5560 -2.1935 4.0225 -0.006 -0.010 0.039 0.175
C 3.0405 -0.7876 0.0012 0.115 0.033 0.044 -0.358
H -1.6056 6.6578 3.4340 0.001 -0.004 -0.003 0.421
Au 0.3797 0.5225 -0.4800 0.000 -0.112 0.052 1.094
Se -0.7369 0.2345 2.5077 -0.042 0.075 0.087 -0.325
H -0.3256 -3.6756 5.5717 0.001 0.008 -0.008 0.424
H -0.0966 -2.9693 2.1338 0.005 -0.005 0.006 0.192
C 0.7156 -2.4281 -4.8957 0.028 0.029 0.001 -1.048
C -0.9290 2.9752 0.5650 -0.031 -0.029 0.048 -0.551
C -2.3351 1.7487 -0.8360 0.028 -0.095 -0.103 0.451
H -1.8141 -2.6818 2.4299 0.001 0.006 0.001 0.354
C -1.4237 -3.3491 -4.3890 0.022 -0.027 -0.025 -1.055
H 0.2017 0.9877 6.6758 0.003 -0.014 0.000 0.297
H 6.1717 0.1367 0.8138 -0.003 0.004 -0.003 0.416
C 1.2761 2.9968 0.9746 -0.095 0.013 0.029 0.190
H -4.8872 1.1991 -3.0071 0.005 0.004 0.005 0.438
C 0.4062 5.9810 3.1576 0.041 -0.012 -0.003 -0.618
H 2.3320 5.0905 2.7165 -0.007 0.005 0.000 0.539
H 2.4556 -1.6223 -0.3418 -0.050 -0.015 0.006 0.802
C 4.4209 1.3528 0.8894 0.006 0.013 0.007 -0.465
H 1.4951 -2.1999 -5.6149 -0.011 0.000 0.005 0.392
N 0.2875 2.4337 0.2111 0.080 0.034 -0.086 -0.327
C -1.6919 0.2722 -2.5354 -0.127 0.044 -0.004 -0.595
C -3.9034 1.1272 -2.5626 -0.041 -0.006 -0.032 -0.468
C -1.5368 4.9778 2.1060 -0.037 0.004 0.006 -0.252
C -0.8861 -3.0275 2.8816 -0.004 0.002 -0.007 -0.801
H 0.0907 -4.1728 -7.0828 0.002 0.000 0.008 0.346
N 2.4874 2.6198 1.1218 0.063 -0.019 0.027 -0.472
H -2.6034 4.9282 1.9347 0.005 0.007 0.000 0.546
H -0.4617 -2.5387 -7.4196 -0.001 -0.005 0.000 0.357
```
Positions in Å, forces in eV/Å.



Entry 3:
The following is a quantum chemistry calculation of a gas-phase ion, C32H31N2 (charge +1) at a distorted geometry, from the OMol25 dataset.

HOMO-LUMO gap = 5.6 eV
Structure (SMILES) = CN1c2ccccc2C([C@@H](C(c2ccccc2)=[N+]2CCCC2)c2ccccc2)c2ccccc21
Net charge = +1

Structure (XYZ):
```
65
Properties=species:S:1:pos:R:3:forces:R:3:mulliken_charge:R:1
H -4.4521 -2.6578 2.6423 0.463 0.188 -0.395 0.332
H -0.9530 -0.6573 10.0238 0.210 0.171 -0.038 0.386
C 4.7784 -0.4001 6.1168 1.148 -0.107 -0.150 -0.475
C 1.5807 -1.2427 1.6346 0.525 0.175 0.024 -0.053
C 3.1922 0.3342 3.9863 -0.649 0.473 -0.638 -0.277
H 1.6657 -3.1249 4.4512 0.617 -0.171 -0.630 0.419
C -1.4107 -0.6397 7.9288 0.409 -0.196 -0.280 -0.981
C -0.2884 1.2144 2.4741 0.451 2.296 0.309 0.959
C 0.5262 -0.6730 6.4662 0.309 -0.183 -0.895 0.461
H -2.2928 -2.3263 3.6931 -0.270 0.214 -0.090 0.340
H 4.4636 -3.0215 1.1088 -0.607 0.773 0.468 0.389
H 3.9413 -0.2711 9.0695 0.083 0.127 0.022 0.373
H 1.2113 4.6167 0.9764 -0.107 -0.598 -0.044 0.423
C 0.8120 3.6705 1.3612 -0.268 -0.709 -0.015 -0.582
H -1.0052 0.9248 0.4349 0.173 0.164 0.188 0.538
H 6.4342 0.0793 4.7783 0.158 0.123 0.395 0.420
C 0.0177 2.7987 0.5679 0.125 0.364 0.563 -0.892
C -0.5219 -0.6808 9.0282 -0.911 -0.273 -0.625 -0.798
H 0.4917 2.2507 4.3658 -0.357 -0.413 -1.261 0.506
H -1.5039 -0.5435 5.7563 0.127 0.015 0.409 0.234
C -4.2918 -0.5429 2.0945 0.046 -0.080 0.734 -0.563
C -0.8602 -0.6766 6.6346 0.097 0.698 1.228 -0.695
C 3.2022 -3.1776 2.8449 -0.928 -0.372 -0.345 -0.862
C 1.3957 -0.9217 7.5718 0.271 1.447 -0.570 0.720
H 4.5064 -1.7536 8.2672 0.300 -0.152 0.125 0.495
H 3.0728 -1.2046 0.0215 -0.093 -0.052 0.565 0.459
H 3.7065 -4.0689 3.2434 0.129 0.695 -0.230 0.446
C -0.5026 1.6156 1.1160 0.564 -0.326 -0.005 -0.624
H -1.6216 -2.5882 2.1270 -0.163 0.130 -0.165 0.322
H -3.7237 -2.3602 1.0206 -0.122 0.027 0.408 0.334
C 3.5892 -2.5703 1.6315 0.528 -0.829 -0.137 -0.496
N -1.8750 -0.5712 2.6070 1.213 0.953 0.729 0.310
C 2.0182 -2.7770 3.4616 -0.481 1.014 0.252 -0.229
H -2.5019 -0.5261 8.0432 0.758 -0.196 0.161 0.392
C -2.3438 -1.9608 2.6574 -0.053 -0.877 0.577 -0.462
H 3.1145 -1.8096 9.3185 -0.032 -0.193 0.070 0.511
H -3.2017 1.1000 3.0848 0.564 -0.644 -0.436 0.275
C 1.0653 -0.2460 5.0735 0.611 2.841 0.537 2.494
H 1.6991 3.8967 3.3687 -0.661 -0.139 -0.632 0.463
C 2.6114 -0.1934 5.1220 -1.201 -0.396 -0.414 -0.288
H 0.9117 -0.5372 1.1379 0.475 -0.060 0.093 0.380
H 5.4409 -0.5616 6.9838 -0.458 -0.015 -0.681 0.335
H -0.2753 -1.5055 4.5749 -0.684 -1.390 -1.025 0.792
C 1.0463 3.3130 2.6918 -0.453 0.296 -0.127 -0.857
C 0.3431 -0.9454 3.8898 -1.181 -1.280 -1.885 1.683
H 0.7004 0.8501 4.8049 1.084 -2.464 1.772 -0.981
C 2.8181 -1.5776 1.0209 -1.235 -0.997 0.472 -1.066
C -3.7881 -1.9981 2.0576 0.757 -0.016 0.040 -0.636
H 2.4817 0.7278 3.2146 1.025 -0.510 0.591 -0.003
C 0.3915 2.2158 3.2541 0.417 -0.240 0.461 -0.281
C 3.6384 -1.2039 8.5942 -0.332 -0.015 -0.445 -1.614
C 1.2211 -1.7462 2.8992 1.332 -0.141 0.577 -0.399
H -2.8709 0.8960 1.3483 0.225 -0.177 0.392 0.285
C -0.6598 -0.1302 2.9789 -1.398 0.653 0.356 -0.560
C 3.4036 -0.6197 6.2173 -0.876 1.207 -0.145 0.653
H -4.9551 -0.4206 2.9831 0.342 0.046 -0.838 0.301
N 2.7952 -0.9828 7.4267 -0.433 -0.342 -0.301 0.003
C 0.8501 -0.8174 8.8574 -0.146 -0.297 0.548 -0.735
H 4.9568 0.7959 2.8690 0.013 -0.280 0.767 0.413
C 4.5580 0.4148 3.8253 0.619 0.123 0.128 -0.875
C 5.3657 0.0462 4.9196 -1.050 -0.177 -0.612 -1.090
H -4.8391 -0.2894 1.1631 0.305 -0.021 0.763 0.334
C -3.0317 0.3471 2.2809 -0.680 0.516 -0.635 -0.524
H 1.5126 -0.8077 9.7465 -0.719 -0.075 -0.766 0.318
H -0.1805 3.0645 -0.4855 0.077 -0.329 0.730 0.398
```
Positions in Å, forces in eV/Å.



> Which of these has the lowest net charge?

C32H30NO5Ti



> What is the formula in the second record?

C32H31AuN7Se2